One molecule with the formula C5H7NO3. Source: the OMol25 dataset; level of theory: ωB97M-V with the def2-TZVPD basis set.

SMILES string: OCC1=NOC[C@@H]2O[C@@H]12
E_tot in a.u.: -474.90180
Lowest unoccupied orbital energy in eV: 0.721
Maximum force in eV Å⁻¹: 5.6
HOMO energy in Ha: -0.3429

XYZ file:
```
16
Properties=species:S:1:pos:R:3:forces:R:3
O 1.0228 3.0133 0.5820 -2.05 -0.50 -5.17
C 1.1008 1.6924 1.1737 1.16 2.32 1.42
C 0.3836 0.6016 0.4995 -2.19 -2.77 -2.54
N -0.3685 0.9120 -0.5508 2.14 -0.93 2.25
O -1.1504 -0.0503 -1.0994 -2.45 1.52 -2.79
C -1.2009 -1.6199 -1.2999 -0.21 2.62 2.29
C 0.1294 -1.7602 -0.5356 -1.35 -0.26 1.59
O 0.5161 -2.3544 0.7186 0.06 1.21 -0.26
C 0.0277 -0.9534 0.7417 -0.70 -0.30 -1.33
H 0.4577 2.9786 -0.3856 2.37 -0.23 4.00
H 0.5344 2.0774 2.0668 0.93 -1.95 0.33
H 2.2384 1.4937 1.3377 -2.15 -0.02 0.04
H -2.1584 -1.6429 -0.7208 0.97 -1.32 -0.48
H -1.4257 -1.7056 -2.3984 1.08 -0.34 1.15
H 0.9380 -1.6409 -1.1936 1.20 0.38 -0.60
H -1.0450 -1.0414 1.0641 1.21 0.59 0.09
```
Forces are in eV/Å.